This record from the OMol25 dataset describes a cluster of 11 separate species, C44H110O22 in total in a non-equilibrium geometry. The level of theory is wB97M-V/def2-TZVPD.

Computed properties:
ΔE to the lowest compared entry with this formula, charge and spin   624.1 kJ/mol
Max |F|   3.32 eV Å⁻¹
E_tot   -3396.9749 Eh
E_LUMO   0.40 eV
Frontier orbital gap   0.3577 Eh
Total charge   0
HOMO level   -9.3 eV
SMILES string   COCCOC.COCCOC.COCCOC.COCCOC.COCCOC.COCCOC.COCCOC.COCCOC.COCCOC.COCCOC.COCCOC

Last column: Löwdin charge in e.
Geometry (Å):
C -1.1580 1.3533 -4.3745  -0.058
O 0.2030 1.3552 -4.9162  -0.190
C 1.0986 2.1706 -4.1588  -0.191
C 2.4803 2.3112 -4.9054  -0.159
O 2.1753 2.7271 -6.2653  -0.186
C 3.2825 2.9365 -7.0703  -0.134
H -1.7465 2.2460 -4.5861  0.086
H -0.9304 1.2217 -3.3167  0.067
H -1.6836 0.5017 -4.8067  0.080
H 1.3139 1.6704 -3.2146  0.094
H 0.6935 3.1634 -3.9630  0.124
H 3.0138 1.3622 -4.8526  0.113
H 3.1053 3.0026 -4.3403  0.106
H 4.0615 2.1805 -6.9715  0.086
H 3.6332 3.9465 -6.8582  0.086
H 2.8665 2.8808 -8.0763  0.090
C 1.2793 3.4528 3.8607  -0.088
O -0.0143 3.1914 4.4166  -0.196
C -0.1829 1.9277 5.0681  -0.166
C -1.4441 1.9056 6.0091  -0.196
O -2.5701 2.4620 5.4248  -0.175
C -3.5309 1.5615 5.0719  -0.133
H 1.3832 4.5284 3.7179  0.082
H 1.2820 3.1890 2.8031  0.070
H 2.1204 3.0288 4.4092  0.087
H 0.7394 1.6806 5.5938  0.113
H -0.2762 1.0629 4.4111  0.106
H -1.2297 2.5231 6.8813  0.121
H -1.5533 0.9083 6.4353  0.122
H -3.9599 1.1273 5.9749  0.092
H -3.1355 0.7990 4.4009  0.093
H -4.3297 2.0338 4.5000  0.084
C -5.3107 -1.6452 0.4768  -0.098
O -5.9090 -2.8436 -0.0491  -0.154
C -5.0723 -3.9480 0.2812  -0.230
C -5.7544 -5.1845 -0.2091  -0.210
O -5.7618 -5.2117 -1.6382  -0.202
C -6.3523 -6.3277 -2.3296  -0.085
H -5.2977 -1.7583 1.5608  0.081
H -5.7749 -0.6736 0.3077  0.087
H -4.2681 -1.5030 0.1925  0.064
H -5.0302 -3.9750 1.3701  0.122
H -4.0414 -4.0799 -0.0471  0.122
H -6.6680 -5.3009 0.3740  0.127
H -5.1730 -6.0960 -0.0697  0.124
H -7.2667 -6.6153 -1.8106  0.081
H -5.7159 -7.2014 -2.1888  0.079
H -6.5505 -6.2028 -3.3942  0.083
C -2.2681 5.1347 3.5932  -0.135
O -2.4149 6.5034 3.4240  -0.163
C -3.1462 7.0336 4.5310  -0.197
C -3.3042 8.5061 4.3651  -0.217
O -2.1038 9.1160 4.7641  -0.188
C -2.0734 10.5119 4.6746  -0.124
H -1.9139 5.0377 4.6195  0.077
H -1.5709 4.5637 2.9800  0.070
H -3.2430 4.6559 3.6841  0.087
H -2.6420 6.8172 5.4728  0.134
H -4.1776 6.7112 4.6737  0.126
H -4.0706 8.9224 5.0188  0.124
H -3.5195 8.8831 3.3652  0.130
H -1.0380 10.7896 4.8720  0.087
H -2.6114 10.9242 5.5282  0.085
H -2.3601 10.9966 3.7414  0.088
C -0.3907 -7.9514 2.5254  -0.106
O -0.8265 -7.3572 1.2848  -0.194
C -0.5396 -5.9236 1.3142  -0.143
C 0.9620 -5.6242 0.7701  -0.204
O 1.1271 -6.2903 -0.4436  -0.184
C 1.8772 -7.5477 -0.3069  -0.057
H -0.6632 -7.5472 3.5003  0.086
H 0.6943 -7.9951 2.4311  0.067
H -0.7389 -8.9836 2.4872  0.087
H -0.7144 -5.5072 2.3063  0.092
H -1.2925 -5.4313 0.6986  0.105
H 1.5830 -6.0305 1.5685  0.103
H 1.1846 -4.5587 0.7118  0.097
H 1.8649 -8.2387 -1.1498  0.084
H 1.4130 -8.2367 0.3987  0.067
H 2.9235 -7.3224 -0.1006  0.089
C -0.3866 5.6748 0.9028  -0.079
O -0.0591 6.1712 -0.4313  -0.204
C -0.2827 7.5872 -0.5657  -0.170
C 1.0091 8.0338 -1.3170  -0.179
O 2.1559 7.8956 -0.4388  -0.170
C 3.3146 8.1888 -1.1560  -0.158
H -0.5325 4.6034 0.7654  0.074
H -1.3416 6.1177 1.1855  0.069
H 0.3626 5.9671 1.6386  0.093
H -0.4851 8.1236 0.3613  0.125
H -1.1123 7.8054 -1.2381  0.114
H 0.8824 9.0611 -1.6588  0.115
H 1.2035 7.4705 -2.2297  0.116
H 3.4627 7.6365 -2.0840  0.087
H 4.1160 7.7452 -0.5651  0.080
H 3.6888 9.2089 -1.2433  0.086
C 5.2755 -0.6324 -3.0296  -0.156
O 5.1276 0.5122 -2.3293  -0.171
C 4.0152 0.3911 -1.4281  -0.143
C 3.4369 1.8441 -1.3179  -0.234
O 4.1158 2.5737 -0.3547  -0.185
C 3.5590 3.9109 -0.1508  -0.043
H 5.6233 -1.4060 -2.3451  0.084
H 6.0978 -0.5155 -3.7355  0.098
H 4.3287 -0.7934 -3.5450  0.091
H 4.2716 0.0305 -0.4319  0.120
H 3.1935 -0.1840 -1.8549  0.099
H 2.3577 1.8177 -1.1666  0.103
H 3.4161 2.3311 -2.2928  0.096
H 2.6124 3.6670 0.3313  0.072
H 3.3297 4.4299 -1.0815  0.088
H 4.2482 4.3707 0.5576  0.092
C -3.9336 -5.0047 -5.1429  -0.121
O -3.0163 -4.3975 -6.0911  -0.171
C -1.7480 -4.1056 -5.3987  -0.154
C -1.8282 -3.4874 -3.9495  -0.121
O -2.5999 -2.1824 -3.9648  -0.214
C -2.9627 -1.5742 -2.7426  -0.105
H -3.5585 -5.9583 -4.7713  0.087
H -4.8273 -5.2636 -5.7106  0.082
H -4.3699 -4.4538 -4.3096  0.076
H -1.0969 -3.5223 -6.0497  0.117
H -1.2619 -5.0735 -5.2762  0.110
H -0.8769 -3.2898 -3.4556  0.108
H -2.3581 -4.2104 -3.3293  0.096
H -3.1836 -0.5576 -3.0679  0.084
H -2.1921 -1.5536 -1.9718  0.067
H -3.8335 -2.1249 -2.3869  0.085
C 5.1568 -4.1277 -5.2525  -0.078
O 4.9618 -3.8626 -3.8744  -0.208
C 3.7306 -4.0813 -3.3069  -0.211
C 3.6880 -3.7560 -1.7696  -0.153
O 4.8333 -4.4347 -1.2399  -0.183
C 5.3038 -3.8980 -0.0607  -0.129
H 6.0774 -3.5805 -5.4553  0.089
H 4.3289 -3.6448 -5.7717  0.088
H 5.3210 -5.1763 -5.5005  0.088
H 3.5550 -5.1477 -3.4486  0.121
H 2.9368 -3.6379 -3.9080  0.117
H 2.8095 -4.1956 -1.2974  0.105
H 3.7107 -2.6859 -1.5636  0.084
H 4.6354 -4.0954 0.7774  0.081
H 5.5459 -2.8511 -0.2435  0.082
H 6.2269 -4.4010 0.2273  0.090
C -3.6181 2.0251 0.9867  -0.068
O -2.8345 0.7982 0.8525  -0.214
C -1.6821 0.9069 -0.0196  -0.142
C -0.7497 -0.3855 0.2123  -0.167
O 0.2899 -0.5212 -0.7644  -0.208
C 0.8551 -1.8180 -0.6768  -0.110
H -4.2740 2.0292 1.8572  0.069
H -4.3108 2.0614 0.1459  0.087
H -3.0100 2.9075 1.1859  0.073
H -1.2414 1.9000 0.0664  0.110
H -1.9735 0.8095 -1.0654  0.090
H -1.3351 -1.2756 0.4425  0.115
H -0.1409 -0.1398 1.0824  0.103
H 1.4603 -1.9598 -1.5722  0.074
H 0.1208 -2.5888 -0.9110  0.083
H 1.3704 -1.8382 0.2834  0.089
C 2.7624 -0.1597 2.7829  -0.107
O 1.5107 -0.6851 3.1408  -0.210
C 1.7018 -1.8691 3.8866  -0.187
C 0.4341 -2.8691 3.7960  -0.103
O 0.7522 -4.2828 4.0659  -0.241
C 1.5744 -4.6842 5.1592  -0.104
H 2.7124 0.9291 2.7964  0.082
H 3.2335 -0.6647 1.9397  0.086
H 3.4550 -0.2575 3.6189  0.085
H 2.0136 -1.6245 4.9020  0.123
H 2.4553 -2.4669 3.3737  0.113
H 0.0641 -2.8784 2.7707  0.109
H -0.3309 -2.6009 4.5245  0.112
H 1.3767 -4.0877 6.0499  0.090
H 2.6057 -4.6723 4.8065  0.080
H 1.5276 -5.7454 5.4035  0.080